No. 1
# C24H41MoN7OSSeSi

A molecular structure, C24H41MoN7OSSeSi (ωB97M-V/def2-TZVPD, the OMol25 dataset).

Each line ends with the Mulliken spin population.
Element x y z (Å)
Mo  -0.292  -0.383  -0.321  1.244
Se  -1.150  1.702  -0.473  -0.158
S  -2.109  -1.931  -0.442  -0.031
Si  -2.889  4.853  -0.465  0.000
O  -0.238  -0.913  -2.242  0.014
N  -2.069  -0.958  2.702  -0.002
N  1.703  -0.444  -0.280  -0.003
N  3.173  1.071  -1.311  0.000
N  -0.009  -0.703  1.632  -0.038
N  -0.385  -2.487  3.135  0.000
N  2.685  -0.962  -2.337  -0.005
N  -1.221  -1.545  -2.886  0.010
C  3.613  -0.292  1.311  0.002
C  -1.982  5.416  1.083  -0.001
C  3.086  -0.567  -3.675  0.000
C  0.702  -3.297  2.630  0.000
C  -1.191  -1.628  -4.229  -0.002
C  3.086  -0.261  3.661  0.000
C  -2.288  5.439  -2.147  -0.001
C  1.326  -0.501  2.052  0.018
C  1.738  -0.408  3.376  0.006
C  4.479  1.290  -1.917  0.000
C  2.536  -0.107  -1.325  -0.051
C  -2.212  -2.108  -2.161  0.016
C  -0.820  -1.393  2.502  -0.056
C  -3.196  -2.934  -4.182  0.001
C  2.258  -0.380  1.013  0.025
C  -2.424  0.441  2.613  0.002
C  4.017  -0.238  2.634  0.000
C  2.737  2.169  -0.476  -0.002
C  -3.182  -1.852  2.951  0.000
C  -0.875  -2.892  4.442  0.000
C  -2.164  -2.325  -4.899  -0.002
C  -3.225  -2.814  -2.808  -0.001
C  2.452  -2.384  -2.189  0.002
C  -4.354  3.676  -0.370  -0.003
H  -1.212  5.293  -2.241  0.000
H  2.515  -1.153  -4.397  0.001
H  -2.892  -2.880  2.764  0.000
H  -3.572  -1.751  3.964  0.000
H  5.071  1.892  -1.229  0.000
H  -3.062  0.685  3.465  0.001
H  1.631  -3.106  3.172  0.000
H  5.069  -0.177  2.863  0.000
H  -0.012  -3.133  5.065  0.000
H  1.676  2.082  -0.225  0.003
H  -5.158  3.993  -1.033  0.000
H  -4.043  2.680  -0.685  0.001
H  4.354  -0.276  0.526  0.001
H  1.581  -2.699  -2.769  0.000
H  -3.982  -1.597  2.256  0.001
H  -2.478  5.104  2.001  0.000
H  4.408  1.830  -2.860  0.000
H  -2.972  0.661  1.691  0.003
H  -2.771  4.903  -2.964  0.000
H  5.000  0.350  -2.073  0.000
H  -4.013  -3.249  -2.212  0.000
H  -0.371  -1.125  -4.723  0.001
H  0.438  -4.348  2.758  0.000
H  0.856  -3.102  1.567  0.001
H  2.310  -2.646  -1.140  0.000
H  3.417  -0.182  4.684  0.001
H  -2.481  6.501  -2.299  0.000
H  -1.528  1.062  2.664  0.001
H  1.008  -0.444  4.171  0.001
H  2.890  3.097  -1.028  0.001
H  -1.897  6.502  1.111  0.000
H  -3.963  -3.493  -4.693  0.000
H  -1.511  -3.777  4.390  0.000
H  -1.420  -2.082  4.917  0.000
H  3.322  -2.924  -2.566  0.000
H  4.144  -0.759  -3.864  0.000
H  -2.119  -2.394  -5.973  0.000
H  -0.970  5.013  1.096  0.000
H  -4.766  3.595  0.636  0.000
H  2.871  0.487  -3.838  0.000
H  3.314  2.219  0.450  0.000

Forces on the atoms, in the same order (eV/Å):
Mo -1.741 0.837 -1.028
Se 0.314 -0.264 0.101
S 0.116 0.003 0.417
Si 0.190 -0.162 -0.075
O 0.548 0.029 -0.322
N 0.401 -0.140 -0.188
N 0.330 0.047 -0.034
N -0.340 -0.473 -0.044
N 0.097 -0.346 0.500
N -0.284 0.512 -0.451
N 0.022 0.292 0.476
N -0.776 -0.433 0.080
C -0.147 -0.035 0.045
C -0.644 -0.260 -0.487
C 0.130 0.255 -0.372
C 0.403 -0.298 -0.370
C 0.143 -0.021 -0.399
C -0.064 -0.052 0.044
C -0.361 -0.499 0.595
C 0.870 0.182 -0.126
C 0.007 0.128 -0.217
C 0.347 -0.002 -0.217
C 0.395 0.158 -0.778
C 0.098 -0.003 0.090
C -0.413 -0.394 0.441
C 0.160 0.128 0.126
C -0.019 -0.149 0.965
C 0.056 0.568 0.032
C 0.029 0.013 -0.064
C -0.437 0.392 0.376
C -0.324 -0.315 0.093
C -0.163 -0.072 0.412
C -0.021 -0.004 0.187
C 0.144 0.121 -0.036
C -0.057 -0.575 0.250
C 0.438 0.676 0.190
H 0.138 0.036 0.149
H -0.034 0.011 0.114
H -0.002 -0.037 0.033
H 0.046 -0.026 0.038
H -0.023 -0.038 0.028
H 0.026 -0.017 -0.040
H -0.067 0.033 -0.023
H 0.114 0.030 0.038
H 0.005 0.016 -0.034
H 0.277 -0.006 -0.096
H 0.021 0.097 -0.166
H 0.127 -0.041 -0.131
H 0.087 0.010 -0.069
H 0.031 0.073 0.062
H -0.032 0.040 -0.038
H -0.111 -0.092 -0.103
H 0.013 0.012 -0.012
H 0.054 -0.074 0.095
H -0.111 -0.066 0.107
H -0.017 -0.064 -0.021
H 0.015 -0.045 0.004
H 0.030 0.021 0.111
H -0.020 0.039 -0.032
H 0.006 -0.051 0.130
H 0.000 0.042 -0.177
H -0.007 -0.009 0.107
H -0.042 0.169 0.173
H -0.140 -0.080 -0.074
H -0.031 -0.008 0.142
H -0.008 -0.008 -0.018
H 0.022 0.127 -0.164
H -0.081 -0.035 -0.067
H 0.020 0.022 -0.042
H -0.015 0.018 -0.018
H -0.015 0.038 0.022
H -0.054 0.012 0.022
H 0.043 0.036 -0.112
H 0.131 -0.050 -0.164
H 0.126 0.088 0.075
H 0.009 -0.029 -0.007
H 0.024 -0.036 -0.053

The total charge is +3. The HOMO-LUMO gap (alpha / beta) comes out at 6.6 / 6.6 eV. For the HOMO energy (alpha / beta), the calculation gives -0.5698 / -0.5715 Ha. The spin multiplicity is 2. The value obtained for the LUMO energy (alpha / beta) is -8.90 / -9.00 eV. The energy is -4554.1157 Eh.


No. 2
# C24H41NO8P2S

5 unconnected molecules or ions with the total composition C24H41NO8P2S (ωB97M-V/def2-TZVPD, the OMol25 dataset).

Each line ends with the Löwdin charge.
Element x y z (Å)
S  3.430  2.826  2.983  0.163
P  -0.293  1.065  3.766  0.781
P  3.123  0.984  2.423  0.471
O  -3.856  -7.734  -0.212  0.062
O  -1.617  1.708  3.628  -0.413
O  -4.930  -2.761  2.656  0.060
O  4.936  5.400  -5.275  0.053
O  1.651  -0.289  0.553  0.001
O  0.097  -1.415  -0.604  0.211
O  -0.476  -0.232  1.234  0.083
O  4.970  2.409  -1.531  0.048
N  -2.313  -1.294  3.244  0.031
C  -5.643  -3.736  2.594  -0.487
C  5.221  3.595  -1.568  -0.498
C  0.281  2.995  1.272  -0.043
C  -4.113  -7.105  -1.212  -0.513
C  -5.878  -4.621  3.792  -0.018
C  -6.334  -4.120  1.310  -0.017
C  1.095  1.987  0.766  -0.215
C  2.944  6.048  -6.401  -0.022
C  -0.077  4.084  0.490  -0.054
C  -3.345  -5.858  -1.577  -0.023
C  -0.159  -2.487  2.884  -0.172
C  0.833  -1.325  2.970  -0.178
C  -5.218  -7.532  -2.149  -0.026
C  0.379  4.202  -0.815  -0.073
C  3.733  3.603  -6.259  -0.016
C  1.490  0.756  1.577  -0.492
C  1.580  2.124  -0.533  -0.018
C  0.379  -0.712  0.287  -0.567
C  3.969  5.053  -5.914  -0.492
C  1.225  3.219  -1.307  -0.069
C  0.371  0.023  2.350  -0.469
C  4.695  4.539  -0.516  -0.023
C  -1.423  -2.347  3.715  -0.276
C  6.064  4.192  -2.665  -0.024
H  1.964  5.811  -5.983  0.085
H  5.485  4.932  -3.217  0.056
H  4.109  3.974  0.204  0.036
H  3.203  0.091  3.506  -0.010
H  -0.109  2.971  2.276  0.066
H  -5.684  -8.438  -1.768  0.080
H  -6.078  -3.402  0.534  0.082
H  0.740  1.996  4.019  0.010
H  -7.416  -4.118  1.450  0.086
H  6.952  4.663  -2.239  0.089
H  3.705  3.476  -7.342  0.086
H  -5.539  -5.636  3.577  0.088
H  -4.812  -7.733  -3.141  0.084
H  0.369  -3.361  3.271  0.117
H  -6.007  -5.114  0.999  0.080
H  -2.857  -5.986  -2.544  0.086
H  6.373  3.407  -3.352  0.082
H  1.137  -1.223  4.010  0.096
H  -2.586  -5.668  -0.822  0.081
H  1.734  -1.642  2.444  0.114
H  -0.727  4.834  0.911  0.108
H  5.524  5.023  0.003  0.087
H  4.061  5.298  -0.978  0.086
H  1.601  3.320  -2.314  0.103
H  -2.630  -0.721  4.010  0.061
H  -5.973  -6.748  -2.221  0.082
H  2.240  1.396  -0.970  0.121
H  3.232  7.048  -6.086  0.081
H  -5.324  -4.233  4.644  0.082
H  4.112  0.592  1.508  0.006
H  2.785  3.267  -5.835  0.085
H  -0.286  0.191  4.871  0.028
H  -0.399  -2.730  1.854  0.114
H  -3.087  -1.658  2.713  0.044
H  0.100  5.034  -1.441  0.101
H  2.884  6.021  -7.490  0.085
H  4.538  2.996  -5.851  0.081
H  -1.944  -3.308  3.643  0.105
H  -1.218  -2.221  4.777  0.107
H  -4.020  -5.002  -1.622  0.082
H  -6.941  -4.642  4.038  0.086

Forces on the atoms, in the same order (eV/Å):
S -0.125 -0.215 0.147
P -1.714 0.058 -0.199
P 0.644 1.533 0.286
O -0.050 0.022 0.009
O 0.110 0.278 -0.102
O -0.023 -0.077 0.002
O -0.114 0.073 -0.186
O 0.051 0.124 0.127
O -0.497 -0.751 -1.161
O -0.029 -0.435 0.003
O -0.046 0.012 -0.002
N 0.871 0.245 0.366
C -0.004 0.012 -0.030
C 0.054 -0.045 0.024
C 0.031 0.139 0.004
C 0.045 -0.006 0.038
C 0.155 0.169 0.096
C 0.143 0.190 -0.113
C -0.038 0.540 0.401
C 0.158 0.145 0.130
C -0.046 -0.005 -0.055
C 0.088 -0.082 0.223
C 0.154 -0.008 0.521
C 0.398 -0.116 -0.372
C -0.008 -0.169 0.173
C 0.223 -0.408 0.262
C 0.215 -0.004 0.129
C 0.313 -1.191 -1.160
C 0.074 0.132 -0.154
C 0.402 0.676 0.814
C 0.018 -0.009 -0.008
C -0.160 0.203 0.024
C 0.148 0.754 1.234
C -0.109 -0.283 0.050
C -0.830 -0.446 -0.488
C -0.040 -0.290 0.088
H -0.045 -0.062 -0.127
H 0.174 0.077 0.102
H -0.049 0.020 0.076
H -0.150 -0.333 -0.344
H -0.055 -0.014 -0.034
H 0.012 0.000 0.011
H 0.012 0.013 0.018
H 0.327 -0.440 -0.018
H 0.000 -0.174 0.017
H -0.071 0.138 -0.006
H -0.146 -0.009 0.000
H -0.134 -0.044 -0.029
H -0.052 0.136 -0.054
H 0.158 -0.087 -0.008
H -0.150 -0.072 0.059
H -0.114 0.094 -0.073
H -0.001 0.012 -0.017
H -0.023 0.284 0.174
H -0.002 -0.003 0.003
H 0.074 -0.027 -0.035
H -0.072 0.083 0.048
H -0.017 0.132 -0.085
H 0.112 0.105 0.013
H 0.135 -0.158 -0.083
H -0.402 0.066 -0.151
H 0.057 0.048 -0.140
H 0.105 -0.182 0.056
H 0.010 -0.007 0.004
H 0.001 0.011 -0.009
H -0.326 -0.517 -0.092
H -0.067 0.005 -0.128
H 0.421 -0.090 -0.146
H -0.165 0.150 -0.184
H -0.174 0.132 0.087
H -0.081 0.158 -0.001
H -0.123 -0.079 0.003
H -0.001 0.009 0.008
H 0.050 -0.151 0.122
H 0.321 0.138 0.075
H 0.009 0.003 -0.166
H -0.016 -0.129 -0.062

The HOMO-LUMO gap comes out at 9.3 eV. For the HOMO energy, the calculation gives -0.3215 Ha. For the relative energy (zero: lowest compared OMol25 entry of this formula, charge and spin), the calculation gives 0.000 eV. The value obtained for the LUMO energy is 0.53 eV. The energy is -2676.6454 Eh.